# 1
This record from OMol25 describes a molecular structure, C21H37Br2CrFN5OSi in a non-equilibrium geometry. The level of theory is ωB97M-V/def2-TZVPD.

The geometry in ORCA input format:
```
! wB97M-V def2-TZVPD RIJCOSX def2/J DEFGRID3
* xyz 2 4
Cr -0.844 0.488 -0.128
C 2.742 0.965 -0.186
Si 2.242 -0.801 0.328
C 2.843 -1.163 2.106
C 2.951 -1.925 -1.052
N 0.465 -0.930 0.328
C -0.095 -2.152 0.500
C 0.589 -3.362 0.760
C -0.081 -4.560 0.903
C -1.464 -4.639 0.822
C -2.187 -3.475 0.589
C -1.492 -2.304 0.431
F -2.210 -1.108 0.182
H 3.825 1.032 -0.160
H 2.374 1.744 0.470
H 2.443 1.200 -1.205
H 3.926 -1.154 2.136
H 2.519 -2.129 2.477
H 2.491 -0.412 2.806
H 4.034 -1.916 -0.999
H 2.676 -1.550 -2.033
H 2.637 -2.960 -1.002
H 1.661 -3.362 0.846
H 0.486 -5.460 1.080
H -1.974 -5.580 0.935
H -3.266 -3.482 0.531
Br -2.863 2.158 -0.961
C -1.608 3.465 -1.675
Br 0.175 2.823 -1.262
H -1.767 4.428 -1.188
H -1.732 3.535 -2.757
N -0.716 -0.079 -1.980
C -0.677 -0.340 -3.113
N -0.615 -0.556 -4.373
C -1.802 -0.710 -5.210
C -1.759 -2.095 -5.877
O -0.556 -2.271 -6.575
C 0.557 -2.209 -5.723
C 0.644 -0.828 -5.058
H -1.777 0.061 -5.988
H -2.703 -0.596 -4.608
H -2.560 -2.177 -6.612
H -1.886 -2.881 -5.115
H 1.435 -2.381 -6.345
H 0.500 -2.992 -4.950
H 0.780 -0.065 -5.832
H 1.470 -0.780 -4.348
C -0.548 4.051 1.917
C 0.497 3.008 2.309
N 0.014 2.093 3.326
C 0.598 2.250 4.650
C 0.057 3.473 5.383
C -0.982 1.256 3.055
C -1.724 0.618 4.198
N -1.368 0.989 1.823
H -0.121 4.728 1.182
H -0.849 4.634 2.784
H -1.436 3.578 1.505
H 1.379 3.518 2.696
H 0.792 2.424 1.433
H 1.680 2.350 4.520
H 0.422 1.353 5.237
H 0.313 4.388 4.858
H 0.496 3.523 6.375
H -1.025 3.426 5.489
H -1.728 1.242 5.087
H -1.279 -0.344 4.449
H -2.759 0.432 3.920
H -2.259 0.498 1.890
*
```

**HOMO energy (alpha / beta)**: -12.97 / -13.17 eV
**Largest force on an atom**: 0.043 hartree/bohr
**HOMO-LUMO gap (alpha / beta)**: 5.27 / 6.87 eV

=====

# 2
This record from OMol25 describes a single C4H5F2NO molecule in a non-equilibrium geometry. The level of theory is ωB97M-V/def2-TZVPD.

The geometry in ORCA input format:
```
! wB97M-V def2-TZVPD RIJCOSX def2/J DEFGRID3
* xyz 0 1
N -1.049 1.813 -0.096
C -0.696 0.516 0.046
C -1.846 -0.456 0.311
F -1.690 -1.665 -0.356
C 0.620 0.274 0.034
F 1.430 1.390 -0.118
C 1.291 -0.989 0.096
O 2.496 -1.057 0.032
H -0.334 2.509 0.056
H -2.003 2.088 0.108
H -2.732 0.042 -0.135
H -2.066 -0.621 1.369
H 0.654 -1.841 0.356
*
```

**HOMO energy**: -8.91 eV
**SMILES**: N/C(CF)=C(\F)C=O
**Largest force on an atom**: 0.031 hartree/bohr
**Relative energy (zero: lowest compared OMol25 entry of this formula, charge and spin)**: 9.36 kcal/mol
**HOMO-LUMO gap**: 9.37 eV

=====

# 3
This record from OMol25 describes a molecular structure, C34H49F4N4O3PSn. The level of theory is ωB97M-V/def2-TZVPD.

The geometry in ORCA input format:
```
! wB97M-V def2-TZVPD RIJCOSX def2/J DEFGRID3
* xyz 2 1
Sn -0.509 -0.106 2.336
C 1.880 -1.839 3.114
N 1.290 -0.548 3.544
C 2.349 0.489 3.585
C 0.650 -0.687 4.881
C -0.532 -1.642 4.822
N -1.376 -1.349 3.648
C -2.360 -2.279 3.294
C -2.802 -2.323 1.982
F -2.178 -1.463 1.113
C -3.765 -3.184 1.510
F -4.092 -3.139 0.216
C -4.372 -4.069 2.373
C -3.964 -4.045 3.689
F -4.526 -4.861 4.570
C -2.980 -3.179 4.155
F -2.684 -3.209 5.460
H 2.591 -2.185 3.866
H 2.391 -1.699 2.167
H 1.103 -2.594 2.990
H 3.162 0.148 4.228
H 1.943 1.418 3.973
H 2.730 0.651 2.579
H 0.329 0.309 5.189
H 1.382 -1.051 5.606
H -1.112 -1.514 5.733
H -0.187 -2.678 4.798
H -5.148 -4.744 2.041
O -0.277 1.778 3.153
N -1.024 2.734 2.673
N -1.844 2.357 1.800
O -1.932 1.091 1.420
C -2.699 3.311 1.127
C -3.567 2.838 0.158
C -4.370 3.755 -0.504
C -4.295 5.104 -0.191
C -3.418 5.549 0.791
C -2.606 4.654 1.464
H -3.624 1.783 -0.067
H -5.061 3.409 -1.260
H -4.927 5.812 -0.709
H -3.368 6.600 1.039
H -1.923 4.992 2.230
O 0.637 -0.285 0.720
P 0.856 -0.305 -0.858
C -0.708 -0.936 -1.543
C -0.931 -2.442 -1.284
C -0.386 -3.359 -2.376
C -0.862 -2.934 -3.763
C -0.538 -1.471 -4.057
C -1.112 -0.558 -2.980
C 2.327 -1.375 -1.002
C 2.854 -1.848 -2.377
C 3.910 -0.969 -3.043
C 5.034 -0.599 -2.087
C 4.462 0.083 -0.852
C 3.482 -0.833 -0.123
C 1.162 1.407 -1.345
C -0.014 2.318 -0.971
C 0.305 3.786 -1.271
C 0.993 3.977 -2.638
C 0.859 2.733 -3.508
C 1.563 1.550 -2.842
H -1.386 -0.376 -0.886
H -2.014 -2.581 -1.235
H -0.538 -2.739 -0.306
H -0.716 -4.378 -2.166
H 0.704 -3.388 -2.345
H -1.947 -3.072 -3.825
H -0.424 -3.580 -4.525
H -0.958 -1.182 -5.021
H 0.543 -1.328 -4.147
H -2.202 -0.646 -3.007
H -0.891 0.490 -3.187
H 1.919 -2.262 -0.498
H 2.038 -2.027 -3.070
H 3.304 -2.827 -2.188
H 3.459 -0.059 -3.442
H 4.303 -1.514 -3.902
H 5.755 0.051 -2.582
H 5.578 -1.500 -1.785
H 3.974 1.017 -1.148
H 5.259 0.360 -0.159
H 3.088 -0.331 0.762
H 4.037 -1.705 0.234
H 2.011 1.698 -0.715
H -0.226 2.211 0.091
H -0.915 2.010 -1.509
H 0.940 4.182 -0.476
H -0.629 4.350 -1.228
H 2.056 4.185 -2.495
H 0.580 4.845 -3.150
H 1.308 2.900 -4.488
H -0.196 2.509 -3.689
H 2.639 1.720 -2.893
H 1.374 0.633 -3.405
*
```

**HOMO energy**: -14.00 eV
**Largest force on an atom**: 0.008 hartree/bohr
**Relative energy (zero: lowest compared OMol25 entry of this formula, charge and spin)**: 0.00 kcal/mol
**HOMO-LUMO gap**: 8.26 eV

=====

# 4
This record from OMol25 describes a molecular structure, C32H28N6O3PtS5Sb. The level of theory is ωB97M-V/def2-TZVPD.

The geometry in ORCA input format:
```
! wB97M-V def2-TZVPD RIJCOSX def2/J DEFGRID3
* xyz 1 5
Pt 0.193 0.027 0.388
S 2.130 0.050 5.498
Sb 0.872 -1.202 4.073
S -1.447 0.170 4.585
S 1.824 -0.377 1.986
S -2.662 -1.052 5.403
N -0.061 4.158 0.273
C 0.568 4.723 1.362
C 0.871 6.087 1.373
C 1.455 6.658 2.481
C 1.752 5.891 3.612
C 1.465 4.545 3.616
C 0.884 3.958 2.490
S 0.556 2.255 2.544
N 0.206 1.898 0.970
C -0.243 2.823 0.058
C -0.824 2.311 -1.112
C -1.286 3.096 -2.197
C -1.792 2.490 -3.312
C -1.839 1.089 -3.370
C -1.372 0.371 -2.290
N -0.892 0.933 -1.177
H -0.312 4.785 -0.473
H 0.644 6.695 0.504
H 1.682 7.715 2.476
H 2.207 6.351 4.478
H 1.689 3.926 4.477
H -1.232 4.176 -2.149
H -2.146 3.081 -4.145
H -2.212 0.574 -4.243
H -1.376 -0.707 -2.312
N -5.138 0.653 -0.855
C -5.476 -0.405 -0.071
O -6.601 -0.856 -0.032
C -4.358 -1.020 0.724
C -4.513 -2.329 1.167
C -3.459 -2.945 1.815
C -2.284 -2.227 1.992
N -2.142 -0.956 1.629
C -3.171 -0.367 1.023
H -5.861 1.059 -1.425
H -4.198 0.992 -0.955
H -5.453 -2.835 0.987
H -3.530 -3.964 2.170
H -1.419 -2.700 2.449
H -3.028 0.684 0.788
C 5.790 -1.270 0.869
O 4.742 -1.934 0.169
C 4.102 -1.256 -0.811
C 4.382 0.045 -1.201
C 3.704 0.602 -2.275
C 2.753 -0.130 -2.968
C 2.438 -1.413 -2.553
C 3.097 -1.973 -1.472
N 2.934 -3.315 -1.070
C 1.933 -4.164 -1.150
C 0.545 -4.001 -1.303
C -0.165 -5.139 -1.782
C -1.508 -5.110 -1.998
C -2.224 -3.941 -1.670
C -1.600 -2.858 -1.114
C -0.197 -2.840 -0.883
O 0.404 -1.925 -0.231
H 6.187 -2.000 1.567
H 5.402 -0.414 1.423
H 6.577 -0.949 0.185
H 5.136 0.621 -0.684
H 3.945 1.610 -2.589
H 2.275 0.282 -3.846
H 1.717 -2.008 -3.101
H 3.788 -3.690 -0.672
H 2.265 -5.197 -1.082
H 0.401 -6.038 -2.002
H -2.023 -5.969 -2.403
H -3.295 -3.909 -1.834
H -2.176 -2.001 -0.793
*
```

**HOMO energy (alpha / beta)**: -8.96 / -9.97 eV
**Largest force on an atom**: 0.016 hartree/bohr
**Relative energy (zero: lowest compared OMol25 entry of this formula, charge and spin)**: 0.00 kcal/mol
**HOMO-LUMO gap (alpha / beta)**: 5.75 / 5.02 eV

=====

# 5
This record from OMol25 describes a single C5H8N2 molecule in a non-equilibrium geometry. The level of theory is ωB97M-V/def2-TZVPD.

The geometry in ORCA input format:
```
! wB97M-V def2-TZVPD RIJCOSX def2/J DEFGRID3
* xyz 0 1
C 0.919 1.362 0.017
N 1.985 0.614 -0.254
C 1.643 -0.771 -0.036
C 0.099 -0.665 0.516
C -1.197 -0.733 -0.263
C -1.259 0.850 -0.146
N -0.094 0.824 0.936
H 0.693 2.547 -0.179
H 2.212 -1.310 0.879
H 1.540 -1.355 -1.056
H 0.263 -1.584 1.415
H -2.077 -1.239 0.025
H -1.089 -1.117 -1.249
H -1.275 1.546 -1.011
H -2.364 1.029 0.407
*
```

**HOMO energy**: -9.20 eV
**SMILES**: C1=NC[C@@H]2CCN12
**Largest force on an atom**: 0.114 hartree/bohr
**Relative energy (zero: lowest compared OMol25 entry of this formula, charge and spin)**: 110.64 kcal/mol
**HOMO-LUMO gap**: 10.13 eV

=====

# 6
This record from OMol25 describes a molecular structure, C3H5N5 in a non-equilibrium geometry. The level of theory is ωB97M-V/def2-TZVPD.

The geometry in ORCA input format:
```
! wB97M-V def2-TZVPD RIJCOSX def2/J DEFGRID3
* xyz 0 1
C 0.534 -0.548 1.167
C -0.058 0.436 -0.900
C -0.226 -0.714 -0.105
H 1.464 -1.430 1.647
H -0.340 -0.549 1.976
H 1.447 1.555 1.785
H 1.615 1.673 -0.808
H -2.601 -1.109 -1.788
N 1.442 0.690 0.938
N 0.777 1.353 -0.248
N -1.161 0.645 -1.771
N -1.675 -0.612 -1.409
N -1.217 -1.389 -0.486
*
```

**HOMO energy**: -8.09 eV
**Largest force on an atom**: 0.166 hartree/bohr
**Relative energy (zero: lowest compared OMol25 entry of this formula, charge and spin)**: 143.04 kcal/mol
**HOMO-LUMO gap**: 9.15 eV